{
  "formula": "C2H9O3",
  "method": "ωB97M-V with the def2-TZVPD basis set",
  "elements": ["C", "O", "C", "H", "H", "H", "H", "H", "H", "H", "O", "H", "H", "O"],
  "xyz": [[0.7939, 0.5125, 0.2451], [-0.0784, -0.5983, 0.3146], [1.8396, 0.1626, -0.8895], [0.2649, 1.4239, 0.0262], [1.5632, 0.5267, 1.1642], [1.3917, 0.0332, -1.8462], [2.6360, 0.9882, -0.8978], [2.3129, -0.8216, -0.7744], [-2.1424, -1.1113, -1.4578], [-1.5603, -0.1599, -0.3450], [-2.2194, -0.0958, -1.1765], [-2.4311, -0.2149, 1.7537], [-0.7980, -0.2224, 1.6382], [-1.5725, -0.4228, 2.2452]],
  "mulliken_charge": [-0.0744, -0.9117, -1.2057, 0.2483, 0.1920, 0.3358, 0.3117, 0.2732, 0.2932, 0.3679, -0.7490, 0.2775, 0.4000, -0.7588],
  "total_charge": -1,
  "e_tot_ev": -8362.123,
  "e_homo_ev": -3.6,
  "homo_lumo_gap_ev": 7.987
}

{
  "formula": "C51H62N8O2PS",
  "method": "ωB97M-V with the def2-TZVPD basis set",
  "elements": ["C", "C", "C", "O", "O", "C", "C", "C", "C", "C", "C", "C", "C", "P", "S", "H", "H", "H", "H", "H", "H", "H", "H", "H", "H", "H", "H", "H", "H", "H", "H", "H", "H", "H", "H", "H", "H", "N", "C", "C", "C", "C", "C", "H", "H", "H", "H", "H", "N", "C", "C", "C", "C", "C", "H", "H", "H", "H", "H", "N", "C", "C", "C", "C", "C", "H", "H", "H", "H", "H", "N", "C", "C", "C", "C", "C", "H", "H", "H", "H", "H", "N", "C", "C", "C", "C", "C", "H", "H", "H", "H", "H", "N", "C", "C", "C", "C", "C", "H", "H", "H", "H", "H", "N", "C", "C", "C", "C", "C", "H", "H", "H", "H", "H", "N", "C", "C", "C", "C", "C", "H", "H", "H", "H", "H"],
  "xyz": [[-2.4808, 1.6779, -0.5910], [-0.9740, 2.0148, -1.2246], [0.0771, 1.8985, 0.0305], [-0.1776, 2.6910, 1.1066], [1.2872, 1.0636, 0.0870], [1.0183, -0.3406, -0.2587], [1.2491, -1.3950, 1.0120], [-0.1996, -2.1790, 1.2991], [0.0219, -3.8072, 1.3873], [-1.4346, -4.5124, 1.1252], [-1.5903, -5.2762, -0.3167], [-0.7479, -4.6073, -1.5543], [-3.1995, -5.1854, -0.7638], [-0.8021, -1.4633, 2.9911], [-1.5308, -2.8034, 4.2001], [-2.7725, 2.5286, 0.1933], [-2.4348, 0.6730, 0.0519], [-3.2961, 1.5182, -1.4205], [-0.9359, 3.0250, -1.8136], [-0.7287, 1.0947, -1.9445], [1.8465, -0.6469, -1.0616], [-0.0607, -0.5588, -0.6555], [2.0413, -2.2214, 0.6918], [1.6748, -0.8789, 1.9720], [0.3639, -4.1479, 2.4791], [0.8867, -4.1985, 0.6690], [-2.2527, -3.6438, 1.1494], [-1.7123, -5.2418, 2.0200], [-1.3611, -6.4411, -0.2330], [0.3824, -4.9892, -1.5915], [-1.2415, -4.9227, -2.5945], [-0.7932, -3.4289, -1.5209], [-3.5975, -6.2142, -1.1795], [-3.8797, -4.7888, 0.1290], [-3.2584, -4.3523, -1.6146], [-1.8983, -0.5542, 2.6704], [0.2207, -0.6418, 3.6246], [3.0543, -6.0967, -1.3959], [2.5579, -6.9372, -2.3300], [3.2324, -7.2859, -3.4892], [4.4916, -6.7374, -3.7083], [5.0289, -5.8670, -2.7654], [4.2797, -5.5815, -1.6353], [1.5709, -7.3363, -2.1152], [2.7865, -7.9681, -4.2040], [5.0499, -6.9863, -4.6061], [6.0074, -5.4225, -2.9070], [4.6571, -4.9107, -0.8685], [-1.6913, 4.8890, -2.9739], [-0.7951, 5.7904, -2.5159], [-0.5211, 6.9934, -3.1467], [-1.2036, 7.2911, -4.3215], [-2.1314, 6.3819, -4.8192], [-2.3397, 5.2066, -4.1155], [-0.2861, 5.5110, -1.5981], [0.2072, 7.6813, -2.7324], [-1.0145, 8.2238, -4.8447], [-2.6794, 6.5840, -5.7325], [-3.0562, 4.4668, -4.4613], [-2.0211, 10.3637, -1.8674], [-1.6752, 11.6678, -1.7966], [-1.1378, 12.2622, -0.6660], [-0.9461, 11.4742, 0.4639], [-1.2943, 10.1280, 0.4225], [-1.8216, 9.6234, -0.7553], [-1.8470, 12.2415, -2.7026], [-0.8757, 13.3141, -0.6664], [-0.5285, 11.9052, 1.3691], [-1.1578, 9.4874, 1.2864], [-2.1056, 8.5781, -0.8386], [1.0943, 5.7453, -9.5485], [2.1420, 6.5947, -9.6265], [2.5698, 7.3892, -8.5749], [1.8802, 7.3129, -7.3694], [0.7957, 6.4488, -7.2587], [0.4455, 5.6916, -8.3650], [2.6455, 6.6208, -10.5885], [3.4197, 8.0518, -8.6930], [2.1854, 7.9214, -6.5232], [0.2372, 6.3666, -6.3332], [-0.3913, 4.9998, -8.3275], [1.8508, 5.9027, 5.7867], [1.6530, 6.3466, 4.5260], [1.2524, 5.5346, 3.4771], [1.0450, 4.1833, 3.7329], [1.2423, 3.6958, 5.0208], [1.6398, 4.5865, 6.0049], [1.8309, 7.4075, 4.3762], [1.1062, 5.9456, 2.4847], [0.7319, 3.5155, 2.9356], [1.0896, 2.6478, 5.2525], [1.8034, 4.2552, 7.0266], [-2.1227, -1.5111, 8.0462], [-2.0603, -0.8992, 6.8432], [-2.3431, 0.4428, 6.6457], [-2.7169, 1.2057, 7.7470], [-2.7920, 0.6036, 8.9988], [-2.4867, -0.7443, 9.0970], [-1.7673, -1.5373, 6.0146], [-2.2741, 0.8825, 5.6572], [-2.9475, 2.2607, 7.6310], [-3.0807, 1.1706, 9.8766], [-2.5271, -1.2590, 10.0529], [-4.1740, -6.3547, 2.3510], [-5.3745, -6.9704, 2.2806], [-6.3577, -6.8553, 3.2503], [-6.0947, -6.0638, 4.3634], [-4.8667, -5.4184, 4.4654], [-3.9483, -5.5917, 3.4425], [-5.5307, -7.5792, 1.3947], [-7.3052, -7.3705, 3.1405], [-6.8405, -5.9507, 5.1448], [-4.6309, -4.7951, 5.3205], [-2.9771, -5.1059, 3.4741], [5.5624, -10.4629, -2.4036], [6.7444, -11.0618, -2.1398], [7.7308, -10.5027, -1.3431], [7.4947, -9.2510, -0.7845], [6.2876, -8.6082, -1.0393], [5.3612, -9.2493, -1.8459], [6.8826, -12.0353, -2.6011], [8.6606, -11.0302, -1.1629], [8.2448, -8.7804, -0.1556], [6.0734, -7.6319, -0.6193], [4.4027, -8.7901, -2.0713]],
  "mulliken_charge": [-0.8448, 0.1551, 0.4178, -0.6116, -0.3156, -0.2102, -0.5077, -0.0422, -0.3875, -0.3657, 0.7276, -0.9234, -1.1368, -0.0074, -0.5246, 0.2151, 0.1986, 0.3185, -0.0462, 0.2916, 0.1915, 0.0942, 0.1285, 0.3505, 0.3436, -0.0152, 0.2053, -0.0892, 0.2807, -0.0328, 0.3660, 0.1335, 0.1972, 0.2373, 0.3553, -0.0580, -0.0486, -0.3766, -0.1200, -0.6499, -0.0086, -0.4515, -0.3773, 0.4033, 0.3686, 0.3517, 0.4025, 0.4464, -0.3586, -0.1576, -0.6271, -0.2865, -0.4849, -0.3445, 0.4958, 0.3927, 0.5188, 0.4263, 0.3676, -0.4591, -0.2221, -0.3521, -0.1817, -0.4797, -0.2007, 0.3570, 0.3443, 0.3596, 0.3980, 0.4411, -0.5571, -0.2404, -0.3558, -0.2950, -0.0140, -0.2923, 0.3413, 0.3531, 0.3752, 0.3098, 0.3762, -0.5815, -0.2502, -0.4674, -0.0337, -0.5770, -0.2251, 0.3376, 0.3960, 0.6924, 0.4102, 0.3611, -0.4915, 0.5650, -0.3150, -0.4391, -0.3260, -0.2768, -0.2456, 0.4416, 0.3692, 0.3501, 0.3455, -0.2130, -0.2492, -0.4350, -0.2125, -0.6884, 0.5601, 0.3359, 0.3486, 0.3608, 0.4139, -0.2620, -0.5584, -0.2273, -0.3338, -0.4564, -0.1575, -0.3200, 0.3683, 0.3500, 0.3701, 0.4080, 0.5824],
  "total_charge": -1,
  "e_tot_ev": -90024.666,
  "e_homo_ev": -3.3,
  "homo_lumo_gap_ev": 5.008
}

{
  "formula": "C2H2N2O3S",
  "method": "ωB97M-V with the def2-TZVPD basis set",
  "elements": ["C", "C", "N", "N", "O", "O", "O", "S", "H", "H"],
  "xyz": [[0.5505, 0.3599, 0.2241], [1.7670, -0.2648, 0.0062], [-0.5620, -0.2570, 0.1893], [0.7359, -2.3104, -0.2081], [-3.2131, -0.1997, -0.3568], [-2.0233, 1.9272, -0.4465], [1.7232, -1.5653, -0.1911], [-2.2082, 0.6251, 0.2024], [0.4307, 1.4907, 0.4146], [2.7994, 0.1944, 0.1657]],
  "mulliken_spin": [0.0068, -0.2710, 0.0668, 1.4298, 0.1714, 0.1927, 0.0403, 0.3416, 0.0231, -0.0016],
  "s2": 2.3857,
  "total_charge": 0,
  "e_tot_ev": -22056.386,
  "e_homo_ev": [-9.2, -9.7],
  "homo_lumo_gap_ev": [7.541, 7.021],
  "multiplicity": 3
}